C9H18O3 | wB97M-V/def2-TZVPD

Properties
Orbital gap (eV): 10.978
Highest occupied orbital energy (eV): -10.115
LUMO (Ha): 0.03169
E (eV): -15766.479
Max |F| (eV Å⁻¹): 1.0

CARTESIAN COORDINATES (ANGSTROEM)
C1 0.155 1.648 1.494
C2 -0.877 1.641 0.364
C3 0.693 0.239 1.753
C4 -2.016 0.666 0.669
C5 -0.446 -0.736 2.057
C6 -1.478 -0.742 0.927
H1 -0.327 2.022 2.417
H2 0.987 2.335 1.247
H3 -0.379 1.329 -0.574
H4 -1.279 2.661 0.208
H5 1.416 0.255 2.591
H6 1.232 -0.110 0.851
H7 -2.739 0.651 -0.170
H8 -2.555 1.015 1.571
H9 -0.944 -0.423 2.995
H10 -0.044 -1.755 2.213
H11 -2.310 -1.429 1.175
H12 -0.996 -1.117 0.004
O1 1.597 0.529 -1.323
O2 -0.399 -0.414 -2.066
O3 1.080 -1.677 -0.784
C7 0.648 0.478 -2.361
C8 2.104 -0.765 -1.099
C9 0.139 -1.693 -1.830
H13 1.135 0.198 -3.315
H14 0.217 1.490 -2.488
H15 2.805 -0.720 -0.245
H16 2.671 -1.114 -1.983
H17 -0.688 -2.371 -1.544
H18 0.598 -2.093 -2.755


C21H27N2O3 | wB97M-V/def2-TZVPD

Properties
Charge: +1
Orbital gap (eV): 8.751
Highest occupied orbital energy (eV): -11.048
LUMO (Ha): -0.08444
E (eV): -31332.512
Max |F| (eV Å⁻¹): 1.0

CARTESIAN COORDINATES (ANGSTROEM)
C1 4.496 0.446 -0.055
H1 4.421 1.036 0.863
H2 5.309 0.831 -0.668
H3 4.695 -0.601 0.190
O1 3.337 0.573 -0.848
C2 2.166 0.122 -0.379
C3 1.953 -0.396 0.896
C4 0.691 -0.798 1.298
C5 -0.389 -0.709 0.435
C6 -0.182 -0.217 -0.853
C7 1.068 0.198 -1.269
O2 1.231 0.719 -2.523
C8 1.537 -0.243 -3.542
C9 2.803 -1.001 -3.252
C10 4.031 -0.511 -3.677
C11 5.199 -1.176 -3.351
C12 5.151 -2.334 -2.592
C13 3.931 -2.828 -2.164
C14 2.762 -2.164 -2.494
H4 1.809 -2.555 -2.160
H5 3.887 -3.732 -1.575
H6 6.063 -2.852 -2.336
H7 6.150 -0.792 -3.688
H8 4.068 0.397 -4.260
H9 0.692 -0.939 -3.648
H10 1.631 0.354 -4.451
H11 -0.995 -0.163 -1.564
C15 -1.779 -1.089 0.862
H12 -1.772 -1.598 1.827
N1 -2.629 0.132 0.986
H13 -2.507 0.669 0.117
C16 -4.065 -0.189 1.141
C17 -4.901 1.084 1.141
H14 -5.949 0.812 1.267
H15 -4.804 1.598 0.181
C18 -4.462 2.034 2.264
H16 -5.002 2.977 2.164
C19 -4.771 1.419 3.636
O3 -4.293 0.359 3.991
N2 -5.602 2.130 4.409
H17 -6.006 3.007 4.131
H18 -5.837 1.768 5.320
C20 -2.956 2.299 2.123
C21 -2.173 0.994 2.102
H19 -1.105 1.184 1.980
H20 -2.346 0.450 3.034
H21 -2.601 2.905 2.957
H22 -2.775 2.862 1.203
H23 -4.375 -0.846 0.327
H24 -4.189 -0.709 2.095
H25 -2.242 -1.744 0.119
H26 0.556 -1.192 2.294
H27 2.773 -0.486 1.589


C51H81BClFN2O25 | wB97M-V/def2-TZVPD

Properties
Orbital gap (eV): 7.984
Highest occupied orbital energy (eV): -7.931
LUMO (Ha): 0.00195
E (eV): -124284.194
Max |F| (eV Å⁻¹): 4.2

CARTESIAN COORDINATES (ANGSTROEM)
C1 6.655 -0.856 3.154
C2 5.522 -1.080 2.071
B1 4.927 0.262 1.419
O1 5.474 0.651 0.160
N1 3.873 1.160 1.981
C3 4.331 1.992 3.103
C4 5.616 2.795 2.649
C5 5.671 3.575 1.419
C6 6.840 4.289 0.944
C7 8.071 4.243 1.736
C8 8.027 3.513 2.985
C9 6.839 2.790 3.468
C10 6.992 2.072 4.835
C11 2.697 0.319 2.272
C12 2.663 -0.391 3.683
N2 2.202 -1.819 3.501
C13 1.291 1.078 2.025
O2 0.354 0.008 1.995
C14 1.423 1.595 0.503
C15 0.192 1.137 -0.393
O3 0.440 -0.169 -0.954
C16 -0.720 -0.942 -0.954
O4 -0.744 -1.990 -0.368
C17 -1.985 -0.430 -1.724
C18 -3.178 -1.423 -1.504
O5 1.241 2.064 3.012
C19 0.004 2.653 3.436
C20 0.432 4.188 3.652
C21 -0.246 4.972 4.795
F1 0.605 6.099 5.082
C22 -1.175 2.679 2.411
C23 -2.311 3.728 2.631
O6 -2.097 4.965 1.884
C24 -3.223 5.795 2.046
O7 -4.185 5.611 1.367
C25 -0.323 1.910 4.808
Cl1 1.007 2.163 6.057
C26 -1.762 2.092 5.366
C27 -1.990 0.887 6.429
H1 7.263 0.063 2.947
H2 7.369 -1.719 3.115
H3 6.222 -0.862 4.190
H4 4.742 -1.784 2.479
H5 6.006 -1.653 1.228
H6 6.324 1.114 0.288
H7 4.638 1.446 4.030
H8 3.596 2.788 3.410
H9 4.755 3.623 0.779
H10 6.799 4.833 -0.025
H11 8.981 4.762 1.361
H12 8.956 3.469 3.607
H13 6.683 2.815 5.627
H14 6.339 1.182 4.976
H15 8.040 1.767 5.068
H16 2.683 -0.511 1.506
H17 1.975 0.071 4.428
H18 3.690 -0.476 4.135
H19 2.980 -2.460 3.655
H20 1.473 -2.004 4.188
H21 -0.366 0.083 2.637
H22 2.314 1.158 -0.011
H23 1.474 2.718 0.511
H24 -0.789 1.249 0.122
H25 0.173 1.875 -1.252
H26 -2.256 0.583 -1.338
H27 -1.715 -0.374 -2.806
H28 -4.088 -1.133 -2.087
H29 -3.470 -1.533 -0.424
H30 -2.864 -2.449 -1.842
H31 1.545 4.243 3.815
H32 0.270 4.691 2.657
H33 -1.234 5.442 4.524
H34 -0.398 4.460 5.767
H35 -1.685 1.693 2.233
H36 -0.729 2.953 1.411
H37 -2.552 3.984 3.690
H38 -3.255 3.285 2.196
H39 -3.178 6.625 2.799
H40 -0.224 0.807 4.586
H41 -2.554 1.917 4.555
H42 -1.975 3.028 5.932
H43 -1.982 -0.055 5.816
H44 -1.146 0.817 7.163
H45 -2.990 0.941 6.925
C28 -6.077 -3.144 -6.787
C29 -4.910 -2.240 -6.466
C30 -3.852 -2.894 -5.622
O8 -3.290 -1.783 -4.923
C31 -4.261 -0.834 -4.843
O9 -4.196 0.142 -4.160
O10 -5.318 -1.144 -5.639
H46 -5.744 -4.071 -7.257
H47 -6.648 -3.385 -5.887
H48 -6.767 -2.643 -7.468
H49 -4.487 -1.830 -7.389
H50 -3.093 -3.396 -6.222
H51 -4.253 -3.600 -4.890
C32 -2.407 -7.864 -7.068
C33 -3.871 -7.487 -7.059
C34 -4.787 -8.603 -7.474
O11 -5.899 -7.898 -8.031
C35 -5.424 -6.706 -8.483
O12 -6.038 -5.955 -9.173
O13 -4.151 -6.487 -8.046
H52 -2.222 -8.747 -6.455
H53 -2.058 -8.055 -8.085
H54 -1.802 -7.042 -6.679
H55 -4.150 -7.085 -6.079
H56 -5.103 -9.216 -6.631
H57 -4.363 -9.251 -8.246
C36 9.842 3.598 -3.729
C37 9.347 2.335 -3.061
C38 7.929 2.425 -2.567
O14 7.928 1.514 -1.470
C39 9.204 1.461 -0.999
O15 9.520 0.950 0.027
O16 10.068 2.076 -1.854
H58 9.180 3.901 -4.542
H59 9.922 4.416 -3.010
H60 10.842 3.442 -4.138
H61 9.482 1.478 -3.728
H62 7.205 2.119 -3.323
H63 7.658 3.418 -2.197
C40 -10.526 -10.091 -5.422
C41 -9.133 -10.489 -4.989
C42 -8.063 -9.530 -5.434
O17 -6.917 -10.378 -5.539
C43 -7.380 -11.635 -5.795
O18 -6.694 -12.546 -6.130
O19 -8.727 -11.706 -5.621
H64 -10.769 -9.079 -5.093
H65 -10.630 -10.149 -6.507
H66 -11.263 -10.777 -5.000
H67 -9.105 -10.643 -3.905
H68 -7.889 -8.735 -4.708
H69 -8.257 -9.082 -6.413
C44 1.757 10.057 3.653
C45 2.003 9.429 2.300
C46 2.136 7.932 2.342
O20 2.984 7.668 1.224
C47 3.736 8.785 1.025
O21 4.677 8.843 0.301
O22 3.270 9.827 1.770
H70 0.887 9.616 4.142
H71 2.628 9.941 4.302
H72 1.587 11.130 3.546
H73 1.226 9.741 1.593
H74 1.177 7.426 2.227
H75 2.626 7.563 3.247
C48 -6.138 -2.370 2.192
C49 -4.967 -1.465 2.498
C50 -3.902 -2.114 3.337
O23 -3.335 -0.996 4.025
C51 -4.306 -0.047 4.107
O24 -4.233 0.934 4.783
O25 -5.368 -0.363 3.322
H76 -5.808 -3.300 1.725
H77 -6.699 -2.605 3.099
H78 -6.834 -1.872 1.514
H79 -4.552 -1.060 1.570
H80 -3.148 -2.619 2.734
H81 -4.297 -2.815 4.077


C6H19NO2S | wB97M-V/def2-TZVPD

Properties
Charge: +1
⟨S²⟩: 0.753
Orbital gap (alpha / beta) (eV): 7.764 / 2.557
2S+1: 2
Highest occupied orbital energy (alpha / beta) (eV): -11.338 / -11.307
LUMO (alpha / beta) (Ha): -0.13138 / -0.32156
E (eV): -22940.524
Max |F| (eV Å⁻¹): 1.8

CARTESIAN COORDINATES (ANGSTROEM)
C1 1.228 0.605 0.280
C2 1.127 -0.868 -0.118
C3 1.111 -1.911 0.990
S1 2.648 -2.102 1.826
C4 0.198 1.099 1.283
N1 -1.118 1.572 0.725
C5 -1.487 1.143 -0.649
C6 -2.174 1.213 1.672
H1 2.225 0.893 0.597
H2 1.098 1.122 -0.666
H3 1.919 -1.144 -0.796
H4 0.260 -0.943 -0.770
H5 0.372 -1.762 1.763
H6 0.860 -2.877 0.525
H7 3.453 -2.414 0.784
H8 0.021 0.335 2.031
H9 0.561 1.992 1.777
H10 -1.906 2.025 -1.154
H11 -2.344 0.465 -0.733
H12 -0.588 0.860 -1.160
H13 -3.152 1.435 1.270
H14 -2.172 0.157 1.990
H15 -2.043 1.821 2.563
H16 0.773 2.129 -2.411
H17 1.319 2.675 -3.746
O1 1.203 1.864 -3.232
H18 -1.235 -3.874 -1.407
H19 -1.261 -2.524 -1.999
O2 -0.896 -2.985 -1.234


C3H13O3S | wB97M-V/def2-TZVPD

Properties
Charge: -1
Orbital gap (eV): 6.855
Highest occupied orbital energy (eV): -3.164
LUMO (Ha): 0.13565
E (eV): -20301.282
Max |F| (eV Å⁻¹): 0.7

CARTESIAN COORDINATES (ANGSTROEM)
C1 -2.161 0.679 0.154
C2 -1.100 1.607 -0.430
C3 0.307 1.493 0.214
S1 0.399 1.476 2.025
H1 -2.393 -0.115 -0.558
H2 -3.100 1.158 0.424
H3 -1.770 0.243 1.071
H4 -0.986 1.353 -1.489
H5 -1.403 2.646 -0.405
H6 0.867 2.373 -0.131
H7 0.802 0.634 -0.254
H8 -0.170 -1.635 -2.709
H9 1.053 -1.868 -1.723
O1 0.796 -1.597 -2.634
H10 1.200 -1.265 2.708
H11 0.260 -0.799 1.699
O2 0.702 -1.639 1.968
H12 1.722 -1.862 0.553
H13 2.695 -1.005 -0.219
O3 2.279 -1.879 -0.264


C9H9AuF3I2LuO7S2 | wB97M-V/def2-TZVPD

Properties
Charge: +4
⟨S²⟩: 2.011
Orbital gap (alpha / beta) (eV): 5.583 / 4.202
2S+1: 3
Highest occupied orbital energy (alpha / beta) (eV): -23.059 / -23.066
LUMO (alpha / beta) (Ha): -0.64221 / -0.69323
E (eV): -107098.146
Max |F| (eV Å⁻¹): 7.6

CARTESIAN COORDINATES (ANGSTROEM)
I1 -3.666 -0.117 1.994
I2 -3.587 -2.862 2.104
Lu1 -0.826 -0.075 1.201
Au1 1.355 1.083 -1.105
S1 -0.972 0.766 -1.360
C1 3.254 0.954 -1.666
C2 2.535 1.959 0.228
C3 -1.197 -0.569 -2.627
C4 -2.386 -1.430 -2.198
C5 0.085 -1.371 -2.779
C6 -1.547 0.115 -3.950
C7 0.859 -0.905 2.880
C8 0.310 -2.175 0.584
O1 3.349 2.542 0.801
O2 4.354 0.925 -2.012
O3 1.533 -1.649 3.444
O4 0.802 -3.210 0.393
H1 -2.578 -2.185 -2.977
H2 -3.281 -0.804 -2.089
H3 -2.233 -1.945 -1.242
H4 -0.071 -2.102 -3.586
H5 0.346 -1.892 -1.850
H6 0.924 -0.715 -3.047
H7 -1.720 -0.661 -4.711
H8 -0.744 0.766 -4.308
H9 -2.465 0.708 -3.848
F1 2.042 2.114 5.437
C9 0.850 1.816 4.858
F2 0.497 0.551 5.181
F3 -0.096 2.648 5.334
S2 1.092 1.942 3.018
O5 1.306 3.329 2.745
O6 2.124 0.973 2.708
O7 -0.252 1.475 2.443


C14H31O5S4 | wB97M-V/def2-TZVPD

Properties
Charge: -1
Orbital gap (eV): 5.384
Highest occupied orbital energy (eV): -3.195
LUMO (Ha): 0.08045
E (eV): -68577.919
Max |F| (eV Å⁻¹): 19.5

CARTESIAN COORDINATES (ANGSTROEM)
O1 -0.421 0.523 -0.940
H1 -0.303 -0.023 -0.263
C1 2.426 -2.119 -1.699
S1 1.234 -1.464 -2.853
O2 1.670 -1.762 -4.283
C2 -0.068 -2.580 -2.649
H2 2.720 -3.178 -2.100
H3 1.970 -2.037 -0.752
H4 3.402 -1.522 -1.730
H5 0.419 -3.653 -2.787
H6 -1.026 -2.406 -3.266
H7 -0.462 -2.533 -1.620
C3 -3.551 -2.379 -0.918
S2 -3.036 -1.334 0.349
O3 -4.293 -1.298 1.258
C4 -1.984 -2.690 1.020
H8 -4.057 -3.441 -0.638
H9 -2.824 -2.462 -1.671
H10 -4.222 -1.818 -1.632
H11 -1.660 -2.135 2.214
H12 -0.986 -2.786 0.519
H13 -2.543 -3.592 1.007
C5 -3.462 1.095 -0.237
S3 -3.816 0.805 1.449
O4 -4.272 2.138 2.225
C6 -5.331 -0.106 1.085
H14 -2.399 1.645 -0.247
H15 -4.248 1.454 -0.918
H16 -3.139 0.414 -0.725
H17 -6.167 0.507 0.590
H18 -5.660 -0.421 2.096
H19 -4.934 -1.175 0.620
C7 1.117 2.602 -2.847
S4 2.249 2.255 -1.456
O5 3.344 1.472 -2.106
C8 3.001 3.948 -1.386
H20 0.423 3.397 -2.749
H21 0.425 1.866 -2.782
H22 1.461 2.654 -3.716
H23 3.891 3.992 -0.794
H24 2.271 4.474 -0.732
H25 3.192 4.107 -2.491
C9 2.261 0.900 2.214
C10 3.709 0.899 1.807
C11 4.732 0.914 2.740
C12 4.382 0.818 4.172
C13 3.009 0.577 4.666
C14 1.909 0.728 3.545
H26 1.449 0.776 1.517
H27 3.896 0.765 0.823
H28 5.776 0.937 2.669
H29 5.035 0.941 4.973
H30 2.673 0.576 5.619
H31 0.797 0.761 3.796


C23H18FN3O | wB97M-V/def2-TZVPD

Properties
Orbital gap (eV): 8.535
Highest occupied orbital energy (eV): -8.959
LUMO (Ha): -0.01561
E (eV): -33379.609
Max |F| (eV Å⁻¹): 0.7

CARTESIAN COORDINATES (ANGSTROEM)
O1 -0.278 -1.731 2.688
C1 -0.620 -1.074 1.728
N1 -1.373 0.050 1.822
H1 -1.518 0.616 0.999
C2 -1.703 0.648 3.093
H2 -2.749 0.967 3.075
H3 -1.570 -0.127 3.850
C3 -0.795 1.850 3.409
C4 -0.945 2.910 2.357
C5 -0.129 2.907 1.230
C6 -0.300 3.842 0.225
C7 -1.301 4.785 0.361
C8 -2.128 4.816 1.469
C9 -1.944 3.871 2.461
H4 -2.582 3.884 3.332
H5 -2.897 5.569 1.544
F1 -1.477 5.701 -0.615
H6 0.330 3.848 -0.651
H7 0.656 2.170 1.140
H8 -1.070 2.243 4.388
H9 0.239 1.503 3.452
C10 -0.220 -1.416 0.325
C11 1.112 -1.628 0.073
C12 1.539 -1.914 -1.244
N2 0.695 -2.002 -2.245
C13 -0.618 -1.833 -2.026
C14 -1.496 -1.964 -3.124
C15 -2.844 -1.831 -2.949
C16 -3.373 -1.571 -1.675
C17 -2.549 -1.427 -0.592
C18 -1.152 -1.536 -0.739
H10 -2.965 -1.251 0.389
H11 -4.443 -1.490 -1.553
H12 -3.515 -1.936 -3.788
H13 -1.065 -2.183 -4.088
C19 2.957 -2.136 -1.560
C20 3.303 -2.902 -2.673
C21 4.643 -3.102 -2.953
N3 5.625 -2.602 -2.221
C22 5.299 -1.868 -1.171
C23 3.993 -1.602 -0.795
H14 3.795 -0.978 0.063
H15 6.131 -1.471 -0.604
H16 4.954 -3.693 -3.805
H17 2.526 -3.322 -3.290
H18 1.819 -1.589 0.887


CH3ClN2O4 | wB97M-V/def2-TZVPD

Properties
Orbital gap (alpha / beta) (eV): 9.428 / 8.105
Highest occupied orbital energy (alpha / beta) (eV): -10.001 / -9.368
LUMO (alpha / beta) (Ha): -0.02105 / -0.04642
E (eV): -24770.225
Max |F| (eV Å⁻¹): 4.5

CARTESIAN COORDINATES (ANGSTROEM)
C1 -0.590 0.573 1.072
N1 -0.026 -1.165 -0.366
N2 1.486 0.241 -1.729
O1 1.173 -0.083 -2.849
O2 2.226 0.995 -1.224
O3 -0.579 -0.141 2.323
O4 -1.025 -0.335 0.092
Cl1 -0.445 -1.861 -1.814
H1 0.317 1.010 0.924
H2 -1.209 1.412 1.058
H3 -1.327 -0.647 2.512


C2H4F2Si | wB97M-V/def2-TZVPD

Properties
Orbital gap (alpha / beta) (eV): 9.303 / 8.966
Highest occupied orbital energy (alpha / beta) (eV): -10.287 / -10.275
LUMO (alpha / beta) (Ha): -0.03617 / -0.04811
E (eV): -15445.653
Max |F| (eV Å⁻¹): 2.8

CARTESIAN COORDINATES (ANGSTROEM)
C1 0.673 -0.146 1.282
C2 1.651 -0.251 2.158
F1 1.822 0.070 3.428
F2 2.893 -0.713 1.822
Si1 0.237 -0.213 -0.573
H1 -0.812 1.139 1.972
H2 -0.190 -1.491 -1.081
H3 1.385 0.331 -1.522
H4 -0.789 0.715 -0.584


C18H14CoN3O2S | wB97M-V/def2-TZVPD

Properties
Charge: +2
⟨S²⟩: 6.039
Orbital gap (alpha / beta) (eV): 6.539 / 4.359
2S+1: 5
Highest occupied orbital energy (alpha / beta) (eV): -14.133 / -14.133
LUMO (alpha / beta) (Ha): -0.27906 / -0.35918
E (eV): -75906.304
Max |F| (eV Å⁻¹): 6.4

CARTESIAN COORDINATES (ANGSTROEM)
Co1 0.003 -0.038 0.000
N1 3.747 1.388 -0.001
C1 4.206 0.078 0.001
C2 5.495 -0.431 0.002
C3 5.606 -1.805 0.004
C4 4.473 -2.630 0.004
C5 3.193 -2.115 0.004
C6 3.067 -0.729 0.002
N2 1.952 0.109 0.001
C7 2.420 1.358 -0.001
C8 1.452 2.423 -0.003
C9 1.508 3.775 -0.005
S1 -0.078 4.415 -0.006
C10 -0.734 2.859 -0.004
N3 0.173 1.916 -0.003
H1 4.323 2.216 -0.002
H2 6.365 0.211 0.001
H3 6.587 -2.260 0.004
H4 4.613 -3.702 0.006
H5 2.328 -2.756 0.004
H6 2.367 4.426 -0.005
H7 -1.793 2.648 -0.004
C11 -4.106 -0.427 0.005
C12 -2.684 -0.879 0.006
O1 -1.785 0.094 0.008
C13 -2.315 -2.248 0.003
C14 -3.275 -3.243 0.003
C15 -2.941 -4.625 -0.002
C16 -1.615 -5.053 -0.007
C17 -0.630 -4.095 -0.008
C18 -0.931 -2.694 -0.002
O2 0.089 -1.900 -0.002
H8 -4.142 0.659 0.007
H9 -4.641 -0.788 0.886
H10 -4.640 -0.785 -0.878
H11 -4.324 -2.983 0.006
H12 -3.750 -5.343 -0.002
H13 -1.369 -6.104 -0.011
H14 0.419 -4.360 -0.012


ΔE to the lowest compared entry with this formula, charge and spin across the listed records, respectively: 0.7157, 0.0000, 2.5362, 0.5929, 0.4308, 0.1389, 11.2635, 0.0000, 2.6951, 8.3167, 0.8455 eV.